No. 1
The following is a quantum chemistry calculation of a structure of composition C16H49F2InNO13S2 at a distorted geometry, from OMol25.

As for the energy relative to the best compared isomer or geometry (same formula, charge and spin): 26.7 kcal per mole. The highest occupied orbital energy is -12.19 eV. As for the total energy: -77758.01230 eV. For the LUMO energy, the calculation gives -9.69 eV.

ORCA input file:
```
! wB97M-V def2-TZVPD RIJCOSX def2/J DEFGRID3
* xyz 1 1
In 2.985 -0.631 0.363
O 0.161 -0.328 0.072
H -0.029 -0.163 1.012
N 2.866 0.720 2.770
S 3.874 1.768 3.394
O 4.324 1.509 4.741
O 3.712 3.107 2.921
F 5.144 1.150 2.591
S 1.660 0.924 3.963
O 1.273 2.264 4.265
O 1.749 -0.070 4.991
F 0.495 0.339 3.015
C 1.037 -4.732 -1.728
C 1.898 -3.669 -2.422
O 1.684 -2.435 -1.722
H 1.164 -5.695 -2.225
H -0.011 -4.443 -1.755
H 1.481 -4.818 -0.738
H 1.602 -3.509 -3.461
H 2.941 -3.924 -2.241
H 0.741 -2.197 -1.863
C -3.067 -1.295 3.012
C -3.025 -1.329 1.480
O -1.775 -1.922 1.106
H -4.027 -0.926 3.383
H -2.268 -0.639 3.357
H -2.997 -2.294 3.441
H -3.047 -0.308 1.098
H -3.875 -1.946 1.191
H -1.168 -1.287 0.690
C -2.216 -2.864 -3.506
C -2.013 -2.276 -2.121
O -0.796 -1.514 -2.168
H -2.321 -2.047 -4.224
H -3.125 -3.459 -3.581
H -1.367 -3.433 -3.889
H -1.907 -3.010 -1.323
H -2.872 -1.628 -1.933
H -0.623 -1.062 -1.320
C -1.832 2.304 2.002
C -2.660 3.261 1.179
O -3.903 3.523 1.806
H -0.926 2.061 1.438
H -2.376 1.386 2.217
H -1.438 2.777 2.901
H -2.818 2.905 0.154
H -2.142 4.222 1.056
H -4.441 4.040 1.201
C 2.024 2.109 -3.810
C 1.727 0.758 -3.182
O 2.895 0.262 -2.508
H 2.808 1.998 -4.561
H 2.401 2.811 -3.066
H 1.127 2.504 -4.285
H 1.464 0.060 -3.979
H 0.884 0.835 -2.501
H 3.557 0.035 -3.169
C -2.025 3.040 -2.708
C -1.749 1.723 -1.982
O -0.677 1.933 -1.069
H -1.267 3.293 -3.451
H -2.187 3.866 -2.017
H -2.917 2.920 -3.328
H -1.490 1.015 -2.774
H -2.623 1.410 -1.408
H -0.517 1.106 -0.559
C 1.457 4.228 0.866
C 2.246 3.454 -0.176
O 1.836 2.099 -0.117
H 1.501 3.774 1.855
H 0.404 4.174 0.578
H 1.828 5.251 0.923
H 3.324 3.519 -0.020
H 2.121 3.947 -1.146
H 0.907 2.076 -0.431
C 0.179 -3.946 3.327
C 1.093 -3.735 2.151
O 1.113 -2.335 1.843
H 0.345 -4.933 3.766
H -0.873 -3.894 3.046
H 0.346 -3.232 4.134
H 0.693 -4.325 1.319
H 2.123 -4.072 2.257
H 0.197 -2.129 1.594
*
```

=====

No. 2
The following is a quantum chemistry calculation of a cluster of 2 separate species, C4H2O2 in total at a distorted geometry, from OMol25.

As for the energy relative to the best compared isomer or geometry (same formula, charge and spin): 46.1 kcal per mole. The highest occupied orbital energy is -10.30 eV. As for the total energy: -8270.53043 eV. For the LUMO energy, the calculation gives -1.81 eV.

ORCA input file:
```
! wB97M-V def2-TZVPD RIJCOSX def2/J DEFGRID3
* xyz 0 1
C -1.341 1.989 -0.666
C -0.728 0.873 -0.676
C 0.485 -0.511 1.768
C 0.024 -0.091 -1.175
O -0.292 -1.353 1.859
O 1.230 0.290 1.489
H -0.381 -0.993 -1.692
H 1.003 -0.204 -0.908
*
```

=====

No. 3
The following is a quantum chemistry calculation of the ion H2O4PS with charge -1 at a distorted geometry, from OMol25.

As for the energy relative to the best compared isomer or geometry (same formula, charge and spin): 84.9 kcal per mole. The highest occupied orbital energy is -3.68 eV. As for the total energy: -28344.72238 eV. For the LUMO energy, the calculation gives 4.00 eV.

ORCA input file:
```
! wB97M-V def2-TZVPD RIJCOSX def2/J DEFGRID3
* xyz -1 1
O 0.949 1.071 -0.777
O -1.113 1.667 0.939
O 0.895 0.622 2.070
O -0.463 -0.739 0.532
P -0.288 -0.465 -1.223
S -0.006 0.736 0.947
H -0.801 -1.743 -1.176
H 0.827 -1.149 -1.314
*
```

=====

No. 4
The following is a quantum chemistry calculation of the molecule CH2N2OS2 at a distorted geometry, from OMol25.

As for the energy relative to the best compared isomer or geometry (same formula, charge and spin): 75.0 kcal per mole. The highest occupied orbital energy (alpha / beta) is -8.82 / -8.31 eV. As for the total energy: -27763.03614 eV. For the LUMO energy (alpha / beta), the calculation gives -0.68 / -1.34 eV.

ORCA input file:
```
! wB97M-V def2-TZVPD RIJCOSX def2/J DEFGRID3
* xyz 0 1
C 1.747 0.093 -0.043
N 0.862 0.687 0.608
N -0.240 1.267 0.252
O -3.288 -1.374 0.292
S -1.612 0.892 -0.460
S -1.888 -1.120 -0.016
H 1.900 -0.015 -1.205
H 2.519 -0.430 0.572
*
```

=====

No. 5
The following is a quantum chemistry calculation of a structure of composition C46H59N5NaO3Se at a distorted geometry, from OMol25.

As for the energy relative to the best compared isomer or geometry (same formula, charge and spin): 30.4 kcal per mole. The highest occupied orbital energy is -3.91 eV. As for the total energy: -132018.67849 eV. For the LUMO energy, the calculation gives 1.99 eV.

ORCA input file:
```
! wB97M-V def2-TZVPD RIJCOSX def2/J DEFGRID3
* xyz -1 1
Na 1.397 -0.306 -1.489
N -1.245 1.855 1.354
C -0.116 1.220 0.928
N 0.610 1.601 -0.047
C 0.279 2.746 -0.736
N 0.818 3.042 -1.863
N 1.706 2.264 -2.433
C 1.458 1.702 -3.547
C 2.399 0.784 -4.146
C 2.219 0.296 -5.445
C 3.085 -0.669 -5.920
C 4.094 -1.129 -5.089
C 4.193 -0.578 -3.817
N 3.390 0.358 -3.370
C -0.791 3.590 -0.223
C -1.108 4.825 -0.782
C -2.245 5.498 -0.381
C -3.100 4.920 0.548
C -2.799 3.701 1.126
C -1.629 3.038 0.761
H -1.895 1.361 1.948
H 0.202 0.361 1.498
H 0.497 1.816 -4.055
H 1.417 0.675 -6.062
H 2.975 -1.067 -6.922
H 4.784 -1.893 -5.416
H 4.948 -0.901 -3.115
H -0.451 5.224 -1.539
H -2.481 6.461 -0.807
H -4.007 5.433 0.829
H -3.462 3.253 1.855
C -5.459 -0.422 2.393
C -4.148 -1.211 2.430
C -4.514 -2.703 2.375
C -3.440 -0.914 3.760
C -3.218 -0.904 1.264
C -2.024 -1.603 1.167
C -1.149 -1.384 0.127
Se 0.439 -2.491 0.022
C 1.554 -1.595 1.317
C 1.244 -1.622 2.659
C 1.993 -0.865 3.549
C 3.022 -0.098 3.002
C 3.381 -0.076 1.668
C 2.653 -0.889 0.743
O 2.885 -1.026 -0.496
C 4.466 0.917 1.258
C 5.768 0.661 2.038
C 3.941 2.328 1.573
C 4.805 0.879 -0.229
C 1.682 -0.758 5.036
C 1.256 0.687 5.338
C 0.541 -1.687 5.462
C 2.914 -1.107 5.884
C -1.422 -0.474 -0.935
O -0.547 -0.268 -1.841
C -2.723 0.135 -0.899
C -3.540 -0.061 0.199
C -3.265 0.819 -2.155
C -3.428 -0.307 -3.190
C -4.618 1.521 -1.970
C -2.298 1.864 -2.714
H -6.093 -0.735 3.221
H -5.997 -0.614 1.469
H -5.292 0.649 2.486
H -5.245 -2.944 3.147
H -3.637 -3.326 2.524
H -4.935 -2.943 1.400
H -4.066 -1.212 4.600
H -3.221 0.149 3.858
H -2.503 -1.462 3.824
H -1.757 -2.346 1.906
H 0.408 -2.225 2.986
H 3.579 0.535 3.678
H 5.622 0.715 3.114
H 6.522 1.401 1.765
H 6.157 -0.327 1.799
H 3.806 2.478 2.643
H 2.980 2.465 1.082
H 4.632 3.086 1.206
H 5.159 -0.104 -0.514
H 5.583 1.613 -0.448
H 3.930 1.099 -0.830
H 0.376 0.944 4.752
H 2.047 1.385 5.077
H 1.021 0.810 6.395
H -0.390 -1.396 4.983
H 0.397 -1.627 6.541
H 0.763 -2.720 5.205
H 3.759 -0.472 5.631
H 3.208 -2.141 5.721
H 2.695 -0.973 6.944
H -4.492 0.445 0.220
H -4.073 -1.091 -2.796
H -2.454 -0.739 -3.391
H -3.850 0.064 -4.123
H -5.414 0.827 -1.710
H -4.892 1.997 -2.912
H -4.557 2.302 -1.213
H -1.302 1.443 -2.738
H -2.288 2.755 -2.091
H -2.588 2.150 -3.724
C -0.624 -3.694 -4.692
C 0.624 -4.583 -4.590
C 1.559 -3.760 -3.681
O 1.180 -2.421 -3.882
C -0.227 -2.450 -3.877
H -1.509 -4.171 -4.275
H -0.836 -3.435 -5.729
H 1.078 -4.722 -5.572
H 0.411 -5.560 -4.161
H 2.613 -3.857 -3.940
H 1.414 -4.043 -2.628
H -0.576 -1.509 -4.294
H -0.595 -2.541 -2.848
*
```

=====

No. 6
The following is a quantum chemistry calculation of the molecule C12H15N at a distorted geometry, from OMol25.

As for the energy relative to the best compared isomer or geometry (same formula, charge and spin): 87.5 kcal per mole. The highest occupied orbital energy is -9.16 eV. As for the total energy: -14174.35590 eV. For the LUMO energy, the calculation gives 0.88 eV.

ORCA input file:
```
! wB97M-V def2-TZVPD RIJCOSX def2/J DEFGRID3
* xyz 0 1
C -1.209 1.202 3.266
C -2.096 0.845 2.201
C 0.113 1.374 2.967
C -1.633 0.580 0.877
C 0.656 1.106 1.721
C -0.258 0.696 0.714
C -0.284 1.586 -1.663
C 0.128 0.623 -0.688
C -0.758 -1.616 -1.469
C 1.371 -1.562 -0.142
C 1.421 -0.723 -2.497
C 0.538 -0.795 -1.215
N 0.910 1.765 -1.306
H -1.620 1.540 4.198
H -3.177 0.890 2.531
H 0.933 1.561 3.676
H -2.175 0.392 -0.073
H 1.612 1.524 1.606
H -1.004 1.969 -2.324
H -0.459 -2.634 -1.544
H -1.201 -1.290 -2.367
H -1.361 -1.685 -0.508
H 1.894 -2.447 -0.612
H 2.095 -0.943 0.374
H 0.663 -1.761 0.615
H 0.817 -0.358 -3.326
H 1.772 -1.751 -2.752
H 2.311 -0.088 -2.259
*
```

=====

No. 7
The following is a quantum chemistry calculation of a structure of composition C30H45O23Pt at a distorted geometry, from OMol25.

As for the energy relative to the best compared isomer or geometry (same formula, charge and spin): 38.0 kcal per mole. The highest occupied orbital energy (alpha / beta) is -12.45 / -12.45 eV. As for the total energy: -82169.94548 eV. For the LUMO energy (alpha / beta), the calculation gives -6.11 / -7.63 eV.

ORCA input file:
```
! wB97M-V def2-TZVPD RIJCOSX def2/J DEFGRID3
* xyz 1 3
Pt 3.184 -0.808 -0.641
C -0.390 1.068 0.154
C 0.914 0.391 -0.109
O 1.026 -0.838 -0.347
O 1.998 1.048 -0.166
H -0.177 1.919 0.801
H -1.126 0.407 0.608
H -0.785 1.459 -0.784
C -1.171 -4.387 3.407
C 0.234 -3.804 3.256
C 0.311 -2.556 2.413
O 1.137 -1.697 3.203
C 1.315 -2.222 4.446
O 1.914 -1.673 5.297
O 0.730 -3.426 4.558
H -1.275 -5.120 4.197
H -1.529 -4.724 2.431
H -1.802 -3.513 3.599
H 0.965 -4.568 2.972
H -0.670 -2.103 2.253
H 0.731 -2.757 1.426
C -2.829 1.138 3.746
C -1.659 1.851 4.415
C -0.279 1.450 3.864
O 0.289 2.696 3.495
C -0.560 3.717 3.781
O -0.243 4.858 3.749
O -1.757 3.254 4.206
H -3.742 1.588 4.136
H -2.875 0.101 4.077
H -2.762 1.200 2.660
H -1.730 1.539 5.461
H -0.421 0.768 3.020
H 0.372 0.992 4.609
C 3.884 5.433 -1.024
C 4.441 5.172 0.330
C 4.082 3.840 1.003
O 5.362 3.373 1.413
C 6.380 4.123 0.909
O 7.529 3.914 1.111
O 5.879 5.129 0.195
H 2.788 5.400 -0.943
H 4.227 4.777 -1.820
H 3.992 6.475 -1.335
H 4.258 5.992 1.029
H 3.629 3.179 0.258
H 3.386 3.992 1.825
C -0.767 -0.478 -3.386
C -2.064 -0.097 -4.087
C -1.926 0.021 -5.635
O -2.754 -1.036 -6.108
C -3.316 -1.722 -5.099
O -3.978 -2.693 -5.213
O -2.987 -1.145 -3.921
H -0.797 -0.441 -2.296
H 0.031 0.214 -3.664
H -0.476 -1.523 -3.513
H -2.415 0.852 -3.677
H -0.879 -0.120 -5.896
H -2.304 0.952 -6.049
C -0.274 4.958 -0.202
C -1.676 5.539 -0.209
C -2.772 4.479 0.106
O -3.462 5.014 1.221
C -2.867 6.115 1.663
O -3.227 6.756 2.586
O -1.749 6.408 0.927
H 0.484 5.739 -0.248
H -0.065 4.290 -1.044
H -0.133 4.401 0.727
H -1.936 6.165 -1.062
H -2.214 3.573 0.344
H -3.453 4.278 -0.715
C -1.383 -3.367 -1.230
C -2.423 -2.337 -0.794
C -3.887 -2.647 -0.976
O -4.464 -1.961 0.169
C -3.514 -1.786 1.077
O -3.697 -1.400 2.187
O -2.298 -2.139 0.605
H -0.386 -2.935 -1.099
H -1.464 -3.774 -2.235
H -1.279 -4.220 -0.551
H -2.135 -1.421 -1.311
H -4.162 -3.699 -0.892
H -4.280 -2.276 -1.919
C 3.936 -6.919 -2.695
C 3.047 -5.838 -3.264
C 1.548 -5.919 -2.893
O 1.262 -4.604 -2.376
C 2.368 -3.900 -2.280
O 2.453 -2.760 -1.873
O 3.440 -4.614 -2.591
H 3.884 -7.020 -1.610
H 4.974 -6.629 -2.870
H 3.774 -7.914 -3.108
H 3.171 -5.662 -4.332
H 1.362 -6.613 -2.075
H 0.954 -6.198 -3.758
*
```